This record from the Open Molecules 2025 dataset describes C22H24Cl2N2O5SW as an isolated structure at a distorted geometry. The level of theory is the ωB97M-V functional and the def2-TZVPD basis.

Values from the calculation:
**Total energy**: -74112.1331 eV
**F_max**: 1.7 eV/Å
**Lowest unoccupied orbital energy**: -8.74 eV

Geometry as ORCA input:
```
! RIJCOSX wB97M-V def2-TZVPD def2/J DEFGRID3
* xyz 2 1
W -0.1638 0.0935 0.1143
O 2.0633 -2.0132 -1.3747
C 1.0411 -2.2371 -0.8077
O 0.7197 -1.6040 0.3915
C -0.0729 -3.0911 -1.3640
C -1.2430 -3.1702 -0.3659
C -2.3348 -4.0898 -0.9025
C -3.0613 -3.1734 -1.9206
C -2.1527 -1.9672 -1.9380
O -1.8106 -1.8213 -0.5191
C -0.7728 -2.3198 -2.5631
C -0.0941 -1.0251 -2.8669
O 0.3811 -0.6224 -3.8563
O -0.1565 -0.1964 -1.7056
H 0.3431 -4.0466 -1.6646
H -0.9670 -3.3412 0.6638
H -2.9954 -4.4330 -0.1119
H -1.8895 -4.9647 -1.3753
H -4.0426 -2.8807 -1.5547
H -3.1804 -3.6160 -2.9078
H -2.6011 -1.0538 -2.3071
H -0.8499 -2.9101 -3.4676
N 1.1520 0.2546 2.0339
C 2.6029 0.2837 1.7586
C 2.7910 1.2707 0.6517
N 1.9229 0.8054 -0.4438
H 0.9036 1.0444 2.6126
H 0.9311 -0.5653 2.5775
H 2.9125 -0.7052 1.4414
H 3.1679 0.5595 2.6427
H 3.8286 1.3203 0.3368
H 2.4725 2.2642 0.9557
H 2.3135 -0.0523 -0.8284
H 1.9222 1.4642 -1.2088
Cl -0.7397 2.9684 2.5598
C -2.2791 2.3031 2.9944
C -3.1300 3.1612 3.6636
C -4.3665 2.7053 4.0914
C -4.7567 1.4032 3.8441
C -3.9257 0.5565 3.1431
Cl -4.4877 -1.0459 2.8185
C -2.6589 0.9788 2.6998
S -1.7437 -0.3024 1.8788
H -2.8162 4.1787 3.8590
H -5.0269 3.3759 4.6260
H -5.7115 1.0328 4.1942
C -2.1264 3.7799 -2.1055
C -2.8010 2.7702 -1.4357
C -2.1038 1.8826 -0.6328
C -0.7012 2.0243 -0.4657
C -0.0559 3.0672 -1.1264
C -0.7430 3.9272 -1.9443
H -2.6767 4.4672 -2.7392
H -3.8769 2.6795 -1.5186
H -2.6720 1.1338 -0.1157
H 1.0070 3.2314 -0.9874
H -0.2106 4.7145 -2.4636
*
```


This record from the Open Molecules 2025 dataset describes a 2-piece molecular cluster, C4H10N3O overall at a distorted geometry. The level of theory is the ωB97M-V functional and the def2-TZVPD basis.

Values from the calculation:
**Total energy**: -10812.4991 eV
**F_max**: 5.1 eV/Å
**Lowest unoccupied orbital energy (alpha / beta)**: -5.32 / -5.04 eV

Geometry as ORCA input:
```
! RIJCOSX wB97M-V def2-TZVPD def2/J DEFGRID3
* xyz 1 1
C 0.7783 -1.7827 -0.1951
C -0.7034 -0.2330 -0.1716
C -2.0060 -0.8701 -0.4848
C 0.1910 2.0492 2.0086
N -0.4161 0.9340 0.0771
N 0.4369 1.7494 0.5752
N 1.5463 -1.3779 -1.3877
O 1.3208 2.2843 -0.1315
H 0.1041 -2.5374 -0.5398
H -2.4400 -1.1509 0.4645
H -2.6730 -0.2024 -1.1869
H -1.8185 -1.6495 -1.0782
H 1.0976 1.8725 2.5886
H 0.1219 3.1644 2.0760
H -0.6808 1.7173 2.4691
H 0.9668 -0.8466 -2.1500
H 1.7494 -2.3140 -1.7892
H 2.4247 -0.8066 -1.1444
*
```


This record from the Open Molecules 2025 dataset describes a 2-piece molecular cluster, C21H27N2 overall at a distorted geometry. The level of theory is the ωB97M-V functional and the def2-TZVPD basis.

Values from the calculation:
**Total energy**: -25189.2765 eV
**F_max**: 1.9 eV/Å
**Lowest unoccupied orbital energy**: -4.58 eV

Geometry as ORCA input:
```
! RIJCOSX wB97M-V def2-TZVPD def2/J DEFGRID3
* xyz 1 1
C -0.8304 -3.9679 -1.6621
N -0.7112 -2.5288 -1.4173
C -1.8914 -1.8025 -1.3503
C -3.1329 -2.4193 -1.5659
C -4.2894 -1.6536 -1.6871
C -4.2493 -0.2607 -1.4880
C -3.0414 0.3588 -1.1906
C -1.8243 -0.3755 -1.1981
C -0.5697 0.2666 -1.2490
C 0.5741 -0.4725 -1.5828
C 0.5234 -1.9106 -1.5106
C 1.7460 -2.6165 -1.5714
C 2.9496 -1.9532 -1.8155
C 2.9862 -0.5597 -1.9801
C 1.8088 0.1662 -1.9052
H 0.1518 -4.4350 -1.6693
H -1.4370 -4.4470 -0.8840
H -1.3117 -4.1511 -2.6343
H -3.2036 -3.5061 -1.6643
H -5.2432 -2.1379 -1.9060
H -5.1682 0.3290 -1.5682
H -2.9957 1.4356 -1.0030
H -0.5745 1.3308 -1.4500
H 1.7728 -3.6989 -1.4006
H 3.8759 -2.5242 -1.8541
H 3.9327 -0.0446 -2.1547
H 1.8188 1.2480 -2.0883
C 1.0696 0.8061 4.0472
C 0.8141 0.5359 2.5664
C 1.7827 -0.5000 2.0037
C 0.9315 1.8402 1.7837
C 0.2042 3.0860 2.3143
C 0.0458 3.9762 1.0764
C 0.2406 3.0587 -0.1292
N 0.4297 1.6933 0.4096
H 2.0548 1.2760 4.1814
H 0.3054 1.4743 4.4643
H 1.0546 -0.1307 4.6157
H -0.2172 0.1734 2.4373
H 2.7970 -0.0850 1.9264
H 1.8194 -1.3764 2.6598
H 1.4654 -0.8416 1.0124
H 2.0177 2.0851 1.7423
H -0.7820 2.7936 2.6997
H 0.7694 3.5650 3.1206
H -0.9386 4.4458 1.0516
H 0.8141 4.7533 1.0611
H -0.6467 3.0975 -0.7649
H 1.1056 3.3601 -0.7455
H 1.1972 1.2439 -0.0836
*
```


This record from the Open Molecules 2025 dataset describes a 2-piece molecular cluster, C3H5NO2 overall at a distorted geometry. The level of theory is the ωB97M-V functional and the def2-TZVPD basis.

Values from the calculation:
**Total energy**: -8771.4727 eV
**F_max**: 4.3 eV/Å
**Lowest unoccupied orbital energy**: -0.05 eV
**SMILES**: C#CC.O=NO

Geometry as ORCA input:
```
! RIJCOSX wB97M-V def2-TZVPD def2/J DEFGRID3
* xyz 0 1
C 0.1388 -1.5349 -0.6914
C -0.3462 -0.8080 0.1075
C -0.6304 -0.0807 1.3175
H 0.3313 -2.2914 -1.5049
H -0.8022 0.9498 1.2547
H -1.6214 -0.5100 1.7154
H 0.2624 -0.0593 1.8308
O 2.3119 0.1866 0.9303
N 2.6977 -0.2560 -0.1239
O 2.8154 0.6648 -1.1986
H 3.4345 0.3274 -1.8126
*
```


This record from the Open Molecules 2025 dataset describes a 2-piece molecular cluster, C6H16O overall at a distorted geometry. The level of theory is the ωB97M-V functional and the def2-TZVPD basis.

Values from the calculation:
**Total energy**: -8526.7364 eV
**F_max**: 3.8 eV/Å
**Lowest unoccupied orbital energy**: 0.90 eV
**SMILES**: CCCCC.CO

Geometry as ORCA input:
```
! RIJCOSX wB97M-V def2-TZVPD def2/J DEFGRID3
* xyz 0 1
C 0.5961 -2.3351 -0.2159
C -0.7634 -1.5454 -0.1555
C -0.5709 -0.1352 0.4683
C -1.7933 0.5002 1.0465
C -1.5628 1.8110 1.8417
H 1.2748 -1.7475 -0.7443
H 1.0601 -2.5139 0.8423
H 0.3689 -3.1227 -0.8816
H -1.5111 -2.1558 0.4379
H -1.1922 -1.4541 -1.1997
H 0.1088 -0.4862 1.3535
H 0.0087 0.6110 -0.1021
H -2.2624 -0.2764 1.7038
H -2.8184 0.5036 0.2296
H -0.9146 2.6053 1.3449
H -2.5629 2.2563 1.9128
H -1.1548 1.6365 2.8958
C 2.5037 1.1775 -1.8872
O 1.7280 0.3697 -1.0693
H 3.4691 1.3594 -1.3672
H 2.8300 0.6743 -2.8072
H 2.1660 2.1795 -2.0642
H 0.9926 0.0880 -1.5828
*
```


This record from the Open Molecules 2025 dataset describes a 2-piece molecular cluster, CH5FN2 overall at a distorted geometry. The level of theory is the ωB97M-V functional and the def2-TZVPD basis.

Values from the calculation:
**Total energy**: -6808.9293 eV
**F_max**: 4.6 eV/Å
**Lowest unoccupied orbital energy (alpha / beta)**: 1.08 / -3.09 eV

Geometry as ORCA input:
```
! RIJCOSX wB97M-V def2-TZVPD def2/J DEFGRID3
* xyz 0 3
C 0.5307 -0.1943 0.0269
N -2.9495 1.1085 0.2919
N -3.7613 0.2821 0.1474
F -3.3816 -0.9920 -0.3929
H -0.0439 -0.8095 -0.6820
H 1.1426 -0.9634 0.5486
H 1.0675 0.5274 -0.4944
H -2.0135 1.1403 -0.0022
H -0.1435 0.1955 0.7254
*
```